{
  "formula": "C53H45BrInN6O3",
  "method": "ωB97M-V with the def2-TZVPD basis set",
  "species": ["In", "O", "C", "C", "C", "C", "C", "C", "C", "C", "C", "O", "C", "C", "C", "C", "C", "C", "C", "C", "C", "C", "C", "C", "N", "C", "C", "C", "C", "C", "C", "C", "C", "C", "C", "C", "C", "H", "H", "H", "H", "H", "H", "H", "H", "H", "H", "H", "H", "H", "H", "H", "H", "H", "H", "H", "H", "H", "H", "H", "H", "H", "H", "H", "Br", "C", "C", "C", "C", "C", "C", "N", "C", "C", "C", "C", "C", "C", "N", "H", "H", "H", "H", "H", "H", "H", "H", "H", "N", "C", "C", "C", "N", "H", "H", "H", "H", "O", "N", "C", "C", "C", "C", "C", "H", "H", "H", "H", "H"],
  "xyz": [[-0.50565, -0.32364, -0.26067], [-0.53195, -1.94695, 0.92112], [0.18127, -3.12204, 1.10570], [1.36671, -3.33256, 0.12625], [2.27188, -2.21179, -0.31185], [3.63952, -2.43435, -0.41446], [4.40763, -1.57894, -1.18436], [3.78784, -0.55108, -1.87308], [2.43560, -0.32538, -1.65852], [1.67762, 0.74502, -2.38684], [0.45576, 0.15267, -3.15939], [-0.39864, -0.54855, -2.30644], [-0.37701, 1.25580, -3.83470], [-1.45919, 0.83815, -4.61339], [-2.36762, 1.74964, -5.11970], [-2.21515, 3.10832, -4.85643], [-1.13385, 3.53703, -4.10390], [-0.21982, 2.61454, -3.59796], [0.99825, -0.82329, -4.21220], [1.52500, -0.36477, -5.41731], [2.03148, -1.25509, -6.35384], [2.02028, -2.62036, -6.09808], [1.50268, -3.08460, -4.89655], [0.99460, -2.19024, -3.96192], [1.72410, -1.10880, -0.83500], [0.72254, -3.17151, 2.54377], [1.50853, -4.23055, 2.99760], [1.96800, -4.26562, 4.30676], [1.63679, -3.24602, 5.19146], [0.83062, -2.20451, 4.75635], [0.37543, -2.17361, 3.44316], [-0.84652, -4.27015, 0.89644], [-1.51867, -4.83615, 1.97744], [-2.55874, -5.73711, 1.78638], [-2.96086, -6.08353, 0.50589], [-2.31363, -5.51525, -0.58171], [-1.27255, -4.61941, -0.38502], [1.98911, -4.13568, 0.51554], [0.95543, -3.69707, -0.81553], [4.08414, -3.29424, 0.07079], [5.47349, -1.74306, -1.28654], [4.33366, 0.07451, -2.56708], [1.26594, 1.44338, -1.65777], [2.33818, 1.27896, -3.07059], [-1.59347, -0.22148, -4.79853], [-3.20456, 1.40311, -5.71576], [-2.93553, 3.82409, -5.23418], [-0.99855, 4.59312, -3.89861], [0.61697, 2.97982, -3.01598], [1.52601, 0.69857, -5.63320], [2.42899, -0.88355, -7.29118], [2.40652, -3.31710, -6.83152], [1.48808, -4.14788, -4.68640], [0.56861, -2.54223, -3.03073], [1.74475, -5.05427, 2.33273], [2.57509, -5.09881, 4.64054], [1.99113, -3.27658, 6.21480], [0.54697, -1.41398, 5.44173], [-0.27781, -1.38582, 3.09738], [-1.23864, -4.56240, 2.98656], [-3.06111, -6.16167, 2.64728], [-3.77667, -6.77958, 0.35467], [-2.62708, -5.75893, -1.59008], [-0.81631, -4.17171, -1.26007], [-5.52419, -2.09053, -5.53001], [-4.70275, -1.46443, -3.93645], [-3.68753, -2.20758, -3.35147], [-3.07684, -1.72920, -2.20977], [-3.45228, -0.51085, -1.63609], [-4.49369, 0.20253, -2.23130], [-5.11632, -0.27089, -3.37811], [-2.75076, -0.05444, -0.50833], [-3.26286, 0.86366, 0.29839], [-2.52994, 1.30660, 1.41423], [-3.07020, 2.20764, 2.37102], [-2.32594, 2.59257, 3.44840], [-1.01232, 2.08598, 3.59754], [-0.54143, 1.21685, 2.64234], [-1.25684, 0.82436, 1.57792], [-3.37178, -3.14254, -3.79450], [-2.28051, -2.28883, -1.73848], [-4.80775, 1.15890, -1.83467], [-5.91337, 0.29563, -3.84204], [-4.25982, 1.26631, 0.15441], [-4.08714, 2.55796, 2.23275], [-2.74018, 3.26848, 4.18660], [-0.39558, 2.35156, 4.44514], [0.44785, 0.78368, 2.73004], [2.87686, 1.44967, 2.52024], [3.58885, 1.32027, 3.66130], [3.84927, -0.01837, 3.80289], [3.24120, -0.61883, 2.68132], [2.64889, 0.27427, 1.90226], [2.51210, 2.29746, 2.12357], [3.84179, 2.17311, 4.27045], [4.38578, -0.50430, 4.60022], [3.20875, -1.66709, 2.42888], [-0.10449, 2.31028, -0.40925], [0.18534, 3.34672, 0.29071], [-0.80006, 4.08370, 0.84343], [-0.50823, 5.17264, 1.63646], [0.80716, 5.54189, 1.86030], [1.80708, 4.79885, 1.24782], [1.47878, 3.71071, 0.47050], [-1.79724, 3.73165, 0.62755], [-1.32599, 5.72932, 2.07292], [1.05005, 6.39367, 2.47998], [2.85053, 5.06128, 1.36284], [2.19453, 3.09544, -0.05627]],
  "atomic_forces_ev_per_a": [[-0.5133, -0.0617, -0.1643], [0.1693, -0.3912, 0.0872], [-0.1206, -0.0126, 0.0277], [-0.1744, 0.0579, 0.0622], [-0.0207, 0.0376, 0.0457], [0.0629, -0.0280, 0.0006], [0.0301, 0.0282, -0.0117], [0.0094, 0.0317, 0.0359], [0.0136, -0.0628, -0.0097], [-0.2607, -0.2006, 0.0774], [0.0238, -0.1035, -0.0432], [-0.0162, 0.4841, 0.0929], [-0.0983, -0.0454, 0.1668], [0.0222, 0.0040, 0.0468], [-0.0165, 0.0350, -0.0366], [0.0544, -0.0088, 0.0415], [-0.0150, -0.0339, -0.0340], [0.0690, 0.0035, -0.0875], [-0.0147, 0.0244, -0.0528], [0.0690, -0.0291, 0.0248], [0.0237, 0.0065, -0.0034], [-0.0153, -0.0002, 0.0596], [0.0155, 0.0440, -0.0089], [-0.0070, -0.0438, -0.0291], [0.0310, 0.1951, 0.1823], [-0.0242, 0.0085, 0.0142], [0.0684, 0.0730, 0.0086], [0.0085, -0.0133, -0.0405], [-0.0093, 0.0246, -0.0068], [0.0076, -0.0369, -0.0326], [-0.0312, -0.0115, 0.0609], [-0.0644, 0.1461, 0.0816], [0.0639, -0.0195, -0.0344], [0.0089, -0.0011, -0.0008], [0.0052, 0.0001, 0.0189], [0.0321, 0.0224, -0.0045], [-0.0140, -0.0105, 0.0041], [0.0173, -0.0487, -0.0858], [0.0488, -0.0269, -0.0538], [-0.0442, -0.0053, -0.0292], [-0.0225, -0.0127, -0.0111], [-0.0059, -0.0065, 0.0227], [0.1141, 0.1072, -0.0777], [0.0329, 0.0172, 0.0162], [-0.0236, 0.0021, 0.0321], [0.0296, -0.0086, 0.0423], [0.0282, -0.0210, -0.0186], [0.0013, -0.0280, -0.0171], [-0.0494, -0.0259, 0.0469], [-0.0288, -0.0168, 0.0041], [-0.0179, -0.0020, 0.0266], [0.0010, 0.0141, 0.0048], [-0.0058, 0.0215, -0.0110], [-0.0143, 0.0168, -0.0255], [0.0076, 0.0029, 0.0391], [-0.0089, 0.0183, -0.0048], [-0.0049, 0.0061, -0.0217], [0.0080, -0.0102, -0.0164], [0.0127, -0.0003, -0.0011], [-0.0012, -0.0210, -0.0147], [0.0047, 0.0102, -0.0157], [0.0198, 0.0098, 0.0072], [0.0127, 0.0030, 0.0221], [-0.0075, 0.0123, 0.0128], [0.0031, 0.0070, 0.0174], [0.0163, -0.0488, -0.0062], [0.0042, 0.0429, 0.0002], [0.0904, 0.0850, 0.1684], [-0.0853, 0.1496, 0.0184], [-0.0108, 0.0295, -0.0848], [-0.0458, 0.0303, 0.0159], [0.1874, 0.0343, -0.2140], [0.0710, -0.1478, 0.0348], [0.0321, -0.0233, 0.0275], [-0.0123, -0.0416, 0.0576], [0.0023, -0.0464, -0.0256], [-0.0661, 0.0209, 0.0209], [-0.0519, -0.0788, 0.0342], [0.2461, 0.0648, -0.1363], [-0.0015, -0.0031, 0.0223], [-0.0019, -0.0733, -0.0436], [0.0383, 0.0046, -0.0158], [0.0346, 0.0100, 0.0184], [-0.0607, -0.0921, 0.0319], [0.0400, 0.0013, 0.0067], [0.0021, -0.0113, -0.0083], [0.0001, -0.0266, -0.0232], [-0.0249, 0.0083, -0.0557], [0.0861, -0.0018, 0.0203], [-0.0585, 0.0100, -0.0549], [0.0082, -0.0873, 0.0058], [0.0086, -0.0117, -0.0143], [0.1450, 0.1561, 0.1598], [-0.0508, -0.0166, 0.0260], [-0.0010, -0.0320, -0.0311], [-0.0216, 0.0271, -0.0366], [-0.0482, 0.0263, -0.0080], [0.0491, -0.0737, -0.3968], [-0.0261, -0.0146, 0.1661], [-0.0961, 0.0303, 0.0019], [0.0507, 0.0815, -0.0140], [-0.0237, -0.0163, -0.0201], [0.0169, 0.0125, 0.0112], [0.0732, 0.0537, -0.0618], [0.0613, -0.0151, -0.0189], [-0.0086, -0.0508, -0.0062], [-0.0095, -0.0147, -0.0135], [-0.0139, -0.0255, -0.0170], [-0.0245, -0.0527, 0.0294]],
  "lowdin_charge": [0.931, -0.213, -0.443, -0.033, -0.235, -0.022, -0.040, -0.004, -0.244, -0.064, -0.454, -0.216, -0.138, -0.014, -0.073, -0.096, -0.086, -0.038, -0.150, -0.028, -0.083, -0.099, -0.074, -0.016, 0.125, -0.174, -0.048, -0.083, -0.098, -0.077, -0.030, -0.113, -0.016, -0.078, -0.095, -0.079, -0.042, 0.110, 0.107, 0.117, 0.110, 0.116, 0.070, 0.131, 0.127, 0.104, 0.097, 0.096, 0.099, 0.120, 0.099, 0.097, 0.100, 0.102, 0.116, 0.100, 0.097, 0.103, 0.095, 0.115, 0.101, 0.099, 0.102, 0.099, 0.705, -0.706, -0.117, -0.020, -0.258, -0.020, -0.139, 0.022, -0.102, -0.285, -0.050, -0.093, -0.079, -0.152, 0.035, 0.103, 0.092, 0.102, 0.100, 0.116, 0.115, 0.103, 0.096, 0.084, -0.032, -0.107, -0.065, -0.155, 0.057, 0.101, 0.111, 0.095, 0.099, -0.132, -0.177, 0.000, -0.029, -0.058, -0.051, -0.024, 0.135, 0.120, 0.111, 0.117, 0.141],
  "spin_multiplicity": 2,
  "total_charge": 0,
  "largest_force_ha_per_bohr": 0.011,
  "molar_mass_da": 1008.70,
  "de_lowest_ev": 1.206,
  "e_tot_ev": -145989.880
}